Formula: C27H41BrN2P2Zr
Source: the Open Molecules 2025 dataset
Level of theory: ωB97M-V with the def2-TZVPD basis set

Cartesian coordinates (Å):
C1 -3.303 -6.200 -1.350
C2 -2.251 -5.276 -1.629
C3 -1.431 -5.602 -2.779
C4 -1.741 -6.729 -3.546
N1 -2.753 -7.570 -3.267
C5 -3.509 -7.299 -2.197
C6 -2.129 -4.109 -0.866
C7 -1.698 -3.239 -0.042
C8 -0.342 -2.710 0.346
C9 0.029 -1.513 -0.370
C10 0.554 -0.443 0.410
C11 1.081 -0.759 1.731
C12 1.302 -2.121 1.992
C13 0.517 -3.113 1.397
Zr1 -1.983 -1.258 0.481
P1 -1.509 2.160 0.418
H1 -0.560 -4.999 -3.065
H2 -3.957 -6.075 -0.482
H3 -1.151 -6.987 -4.430
H4 -4.331 -8.001 -1.998
H5 0.591 -4.157 1.740
H6 -0.150 -1.486 -1.496
H7 2.080 -2.350 2.735
H8 1.076 0.328 -0.138
C14 -0.682 3.732 1.069
C15 -0.422 4.956 0.197
H9 0.262 3.403 1.529
H10 -1.349 4.006 1.904
H11 -0.185 5.793 0.861
H12 0.426 4.839 -0.485
H13 -1.299 5.273 -0.371
C16 -1.145 2.431 -1.352
C17 -1.810 1.411 -2.237
H14 -0.064 2.423 -1.498
H15 -1.482 3.458 -1.575
H16 -1.320 1.400 -3.218
H17 -1.748 0.382 -1.841
H18 -2.874 1.626 -2.399
C18 -3.244 2.763 0.548
C19 -3.667 3.995 -0.233
H19 -3.344 2.947 1.629
H20 -3.893 1.898 0.336
H21 -4.755 4.041 -0.273
H22 -3.343 4.917 0.244
H23 -3.331 3.993 -1.261
Br1 1.063 0.410 3.280
P2 3.884 1.084 -0.339
C20 2.481 2.211 -0.624
C21 2.921 3.506 -1.308
H24 1.977 2.423 0.350
H25 1.790 1.673 -1.286
H26 2.073 4.048 -1.739
H27 3.408 4.188 -0.609
H28 3.625 3.305 -2.122
C22 3.930 0.943 1.484
C23 5.288 0.591 2.102
H29 3.162 0.203 1.754
H30 3.576 1.893 1.917
H31 5.271 0.729 3.190
H32 5.604 -0.437 1.888
H33 6.045 1.279 1.703
C24 3.540 -0.523 -1.082
C25 4.587 -0.967 -2.108
H34 2.561 -0.480 -1.570
H35 3.475 -1.243 -0.265
H36 4.444 -2.019 -2.401
H37 4.524 -0.364 -3.017
H38 5.603 -0.904 -1.737
C26 -3.498 -0.209 5.016
C27 -2.955 -0.441 3.686
N2 -2.601 -0.646 2.586
H39 -4.185 0.653 4.964
H40 -2.703 0.015 5.750
H41 -4.058 -1.102 5.368

* DFT total energy: -4464.85107 Eh
* molar mass: 626.715 g/mol
* net charge: +4
* gap between HOMO and LUMO (spin up / spin down): 2.76 / 2.76 eV
* LUMO energy (spin up / spin down): -15.27 / -15.27 eV

Formula: C23H43InN2OP3Se
Source: the Open Molecules 2025 dataset
Level of theory: ωB97M-V with the def2-TZVPD basis set

Cartesian coordinates (Å):
In1 -0.266 0.015 -1.259
P1 1.335 -1.800 -2.294
P2 1.389 2.029 -1.022
P3 -1.363 -1.800 1.083
H1 -2.426 3.981 1.591
C1 -2.539 3.022 2.121
C2 -1.549 2.518 2.876
H2 -0.606 3.066 2.995
C3 0.740 -2.194 -3.983
C4 3.091 -1.395 -2.635
C5 1.503 -3.481 -1.578
C6 0.934 3.230 0.274
C7 3.207 1.924 -0.849
C8 1.211 2.994 -2.570
C9 -2.197 -0.976 2.427
C10 -0.282 -3.102 1.642
C11 -2.581 -2.446 -0.068
H3 -3.505 2.509 2.005
H4 -1.690 1.637 3.515
H5 1.474 -2.873 -4.449
H6 0.644 -1.276 -4.580
H7 -0.240 -2.688 -3.930
H8 3.423 -2.009 -3.488
H9 3.714 -1.631 -1.760
H10 3.203 -0.333 -2.894
H11 1.854 -4.166 -2.368
H12 0.535 -3.838 -1.197
H13 2.240 -3.467 -0.760
H14 0.993 4.246 -0.142
H15 1.639 3.138 1.110
H16 -0.079 3.054 0.654
H17 3.672 2.806 -1.313
H18 3.600 1.021 -1.331
H19 3.473 1.898 0.214
H20 1.482 4.040 -2.360
H21 0.176 2.921 -2.938
H22 1.882 2.586 -3.339
H23 -3.162 -1.475 2.598
H24 -2.373 0.087 2.202
H25 -1.591 -1.063 3.343
H26 -0.809 -4.063 1.588
H27 0.012 -2.894 2.676
H28 0.607 -3.129 0.997
H29 -3.473 -2.761 0.502
H30 -2.190 -3.330 -0.588
H31 -2.891 -1.702 -0.819
C12 -3.139 1.401 -2.979
C13 -3.278 2.284 -1.883
C14 -4.451 3.034 -1.760
C15 -5.498 2.878 -2.679
C16 -5.406 1.907 -3.684
C17 -4.253 1.140 -3.818
Se1 -1.479 0.682 -3.504
H32 -0.308 -0.873 0.624
H33 -2.453 2.398 -1.166
H34 -4.541 3.756 -0.947
H35 -6.377 3.516 -2.615
H36 -6.227 1.761 -4.384
H37 -4.166 0.388 -4.603
N1 2.035 -1.574 5.942
C18 1.382 -1.299 4.776
O1 0.149 -1.362 4.691
C19 2.250 -1.026 3.593
C20 3.569 -1.486 3.469
C21 4.201 -1.378 2.229
C22 3.482 -0.852 1.143
N2 2.237 -0.383 1.263
C23 1.662 -0.403 2.468
H38 1.462 -1.648 6.766
H39 3.006 -1.333 6.076
H40 4.080 -1.936 4.320
H41 5.229 -1.692 2.066
H42 3.938 -0.791 0.149
H43 0.672 0.062 2.548

* DFT total energy: -4701.59868 Eh
* molar mass: 650.310 g/mol
* net charge: +3
* gap between HOMO and LUMO (spin up / spin down): 4.97 / 4.97 eV
* relative energy (zero: lowest compared OMol25 entry of this formula, charge and spin): 0.000 eV
* LUMO energy (spin up / spin down): -10.95 / -10.95 eV

Formula: C16H16ClMnN5O4S4
Source: the Open Molecules 2025 dataset
Level of theory: ωB97M-V with the def2-TZVPD basis set

Cartesian coordinates (Å):
Mn1 0.020 0.405 -0.153
C1 -5.937 1.718 -0.146
S1 -4.733 1.704 -1.500
C2 -3.392 1.017 -0.683
S2 -2.640 1.573 0.765
N1 -3.101 -0.082 -1.432
N2 -1.807 -0.463 -1.371
C3 -1.543 -1.650 -1.891
C4 -0.250 -2.299 -1.674
C5 -0.152 -3.677 -1.899
C6 0.996 -4.321 -1.464
C7 1.992 -3.555 -0.839
C8 1.787 -2.199 -0.635
N3 0.720 -1.523 -1.089
H1 -5.970 2.726 0.309
H2 -5.655 0.948 0.618
H3 -6.872 1.457 -0.638
H4 -2.370 -2.283 -2.276
H5 -1.006 -4.059 -2.423
H6 1.090 -5.399 -1.670
H7 2.917 -3.899 -0.437
H8 2.531 -1.652 -0.068
C9 -1.598 -0.988 3.068
C10 -0.435 -0.049 3.169
N4 0.317 0.220 2.089
C11 1.552 0.831 2.437
C12 1.638 1.150 3.790
S3 0.296 0.573 4.670
C13 2.542 1.066 1.409
C14 3.691 1.786 1.404
S4 4.465 1.751 -0.105
C15 3.139 0.821 -0.807
N5 2.265 0.541 0.141
C16 3.077 0.441 -2.237
H9 -1.302 -1.999 3.305
H10 -1.948 -0.807 2.004
H11 -2.494 -0.695 3.662
H12 2.578 1.519 4.213
H13 4.174 2.231 2.306
H14 2.041 0.475 -2.613
H15 3.441 -0.557 -2.411
H16 3.678 1.210 -2.798
O1 -0.443 4.252 -1.600
Cl1 0.484 3.242 -1.219
O2 0.788 3.337 0.161
O3 1.703 3.197 -1.980
O4 -0.276 1.966 -1.459

* DFT total energy: -4397.74601 Eh
* multiplicity: 6
* molar mass: 560.994 g/mol
* net charge: 0
* gap between HOMO and LUMO (spin up / spin down): 6.56 / 6.48 eV
* relative energy (zero: lowest compared OMol25 entry of this formula, charge and spin): 0.000 eV
* <S²>: 8.7540
* LUMO energy (spin up / spin down): -0.77 / -0.87 eV

Formula: C5H13NO2
Source: the Open Molecules 2025 dataset
Level of theory: ωB97M-V with the def2-TZVPD basis set

Cartesian coordinates (Å):
N1 -1.470 -3.095 1.763
C1 -1.143 -1.711 1.712
C2 -1.352 -0.983 0.640
C3 -1.120 0.416 0.485
C4 -0.078 1.261 0.324
C5 -0.348 2.670 0.113
H1 -1.096 -3.586 2.542
H2 -1.280 -3.613 0.900
H3 -0.985 -1.420 2.759
H4 -1.673 -1.397 -0.381
H5 -2.171 0.831 0.477
H6 0.878 0.869 0.358
H7 -0.987 2.881 -0.739
H8 -0.913 3.011 0.956
H9 0.564 3.451 0.196
H10 1.982 -1.736 -2.754
H11 1.590 -2.386 -1.419
O1 1.471 -1.613 -1.932
H12 2.800 1.296 -1.671
H13 2.275 2.731 -2.314
O2 3.055 2.122 -2.013

* DFT total energy: -403.44799 Eh
* molar mass: 119.164 g/mol
* net charge: 0
* gap between HOMO and LUMO: 8.64 eV
* relative energy (zero: lowest compared OMol25 entry of this formula, charge and spin): 3.500 eV
* SMILES: C/C=C/C=C/N.O.O
* LUMO energy: 0.61 eV

Formula: C6H13NOS
Source: the Open Molecules 2025 dataset
Level of theory: ωB97M-V with the def2-TZVPD basis set

Cartesian coordinates (Å):
C1 0.452 -1.315 -2.911
C2 0.304 -0.113 -2.430
C3 0.750 1.585 0.722
C4 -0.798 0.193 2.172
C5 1.168 -0.854 0.893
C6 0.078 0.240 0.929
N1 -2.312 0.545 -0.601
O1 -1.277 -1.679 -0.377
S1 -1.048 -0.292 -0.453
H1 0.843 -1.615 -3.774
H2 -0.040 -2.160 -2.335
H3 0.589 0.836 -2.895
H4 1.817 1.380 0.836
H5 0.677 1.940 -0.394
H6 0.291 2.368 1.306
H7 -1.292 -0.766 2.611
H8 -1.779 0.631 1.902
H9 -0.574 0.798 3.014
H10 0.528 -1.759 0.925
H11 1.715 -0.725 -0.126
H12 2.005 -0.748 1.606
H13 -2.096 1.508 -0.620

* DFT total energy: -764.40172 Eh
* molar mass: 147.243 g/mol
* net charge: 0
* gap between HOMO and LUMO: 9.14 eV
* relative energy (zero: lowest compared OMol25 entry of this formula, charge and spin): 5.866 eV
* LUMO energy: 0.38 eV

Formula: C21H24N2OP2Sc
Source: the Open Molecules 2025 dataset
Level of theory: ωB97M-V with the def2-TZVPD basis set

Cartesian coordinates (Å):
C1 -4.015 1.341 -2.722
C2 -3.040 1.850 -1.860
C3 -3.421 2.033 -0.488
C4 -4.462 1.128 0.044
C5 -5.043 0.160 -0.861
C6 -5.046 0.506 -2.227
C7 -4.556 0.924 1.431
C8 -3.654 1.641 2.247
C9 -2.672 2.527 1.595
C10 -1.502 2.867 2.336
C11 -1.573 2.818 3.731
C12 -2.522 1.994 4.368
C13 -3.389 1.206 3.595
H1 -3.923 1.561 -3.805
H2 -5.442 -0.789 -0.514
H3 -5.801 0.119 -2.901
H4 -4.658 -0.125 1.714
H5 -0.822 3.391 4.305
H6 -2.566 1.974 5.458
H7 -3.824 0.281 3.992
N1 -2.744 2.784 0.316
Sc1 0.012 -1.383 -0.027
C14 -1.601 1.980 -2.326
H8 -1.093 2.894 -1.984
H9 -1.661 2.006 -3.424
C15 -0.167 3.084 1.640
H10 -0.224 3.782 0.780
H11 0.504 3.478 2.412
P1 -0.515 0.459 -1.996
P2 0.658 1.457 1.085
C16 1.562 0.985 2.624
H12 2.145 0.073 2.425
H13 2.245 1.801 2.900
H14 0.838 0.792 3.427
C17 2.079 2.246 0.227
H15 2.756 2.668 0.974
H16 2.607 1.482 -0.351
H17 1.700 3.032 -0.434
C18 -1.022 -0.653 -3.386
H18 -1.189 -0.072 -4.302
H19 -0.217 -1.382 -3.565
H20 -1.927 -1.200 -3.100
C19 1.056 1.033 -2.751
H21 1.850 0.323 -2.510
H22 0.939 1.079 -3.832
H23 1.303 2.015 -2.359
C20 2.274 -1.461 -0.337
O1 3.391 -1.665 -0.554
H24 -0.822 -1.976 1.149
N2 -1.817 -3.678 -1.563
C21 -1.237 -2.848 -1.020

* DFT total energy: -2442.42562 Eh
* molar mass: 427.340 g/mol
* net charge: +1
* gap between HOMO and LUMO (spin up / spin down): 4.89 / 4.89 eV
* relative energy (zero: lowest compared OMol25 entry of this formula, charge and spin): 0.000 eV
* LUMO energy (spin up / spin down): -5.37 / -5.37 eV

Formula: C44H102IN13O17P2
Source: the Open Molecules 2025 dataset
Level of theory: ωB97M-V with the def2-TZVPD basis set

Cartesian coordinates (Å):
C1 -8.111 0.374 -2.605
C2 -7.184 -0.769 -3.400
O1 -7.837 -1.620 -4.192
N1 -5.701 -0.691 -3.156
C3 -5.068 -1.987 -2.746
C4 -3.747 -2.009 -1.720
O2 -5.488 -3.227 -3.124
P1 -4.804 0.240 -4.358
C5 -4.007 -1.270 -5.196
C6 -4.028 1.259 -2.900
C7 -2.416 0.964 -2.691
C8 -1.894 1.292 -1.136
I1 0.117 2.247 -1.303
P2 -3.855 1.503 -5.864
O3 -2.281 1.386 -5.942
O4 -4.196 3.221 -5.560
O5 -4.661 1.175 -7.413
H1 -7.850 0.300 -1.453
H2 -7.741 1.451 -2.965
H3 -9.268 0.229 -2.803
H4 -3.897 -2.959 -1.020
H5 -3.697 -1.052 -1.046
H6 -2.774 -2.215 -2.340
H7 -6.096 0.680 -4.902
H8 -3.048 -1.706 -4.633
H9 -4.770 -2.133 -5.505
H10 -3.573 -0.884 -6.241
H11 -4.604 0.991 -1.890
H12 -4.274 2.411 -3.081
H13 -1.783 1.716 -3.370
H14 -2.093 -0.139 -2.961
H15 -2.634 2.092 -0.703
H16 -1.790 0.332 -0.475
H17 -3.327 3.689 -5.361
H18 -5.594 1.549 -7.281
C9 -1.422 -1.877 2.970
C10 -0.852 -0.684 2.255
O6 -1.557 0.089 1.610
N2 0.492 -0.469 2.336
C11 1.480 -1.254 3.038
H19 -2.503 -1.916 2.813
H20 -0.982 -2.796 2.574
H21 -1.231 -1.796 4.044
H22 0.800 0.353 1.830
H23 1.972 -0.606 3.768
H24 2.219 -1.598 2.309
H25 1.045 -2.113 3.549
C12 -2.947 -5.116 -5.221
C13 -1.708 -4.266 -5.178
O7 -1.482 -3.485 -4.257
N3 -0.816 -4.380 -6.204
C14 -0.898 -5.232 -7.366
H26 -3.559 -4.914 -4.338
H27 -3.535 -4.875 -6.111
H28 -2.675 -6.175 -5.219
H29 -0.008 -3.777 -6.104
H30 -0.022 -5.885 -7.370
H31 -0.875 -4.595 -8.255
H32 -1.804 -5.838 -7.377
C15 0.433 -0.438 -10.651
C16 -0.446 -0.993 -9.566
O8 -1.024 -2.072 -9.680
N4 -0.595 -0.261 -8.424
C17 -0.006 1.016 -8.100
H33 0.454 -1.133 -11.496
H34 0.038 0.519 -11.000
H35 1.454 -0.316 -10.280
H36 -1.201 -0.700 -7.740
H37 0.589 0.894 -7.192
H38 -0.817 1.723 -7.907
H39 0.627 1.399 -8.902
C18 -4.937 -9.578 -6.797
C19 -3.698 -8.729 -6.753
O9 -3.473 -7.948 -5.832
N5 -2.806 -8.843 -7.779
C20 -2.888 -9.695 -8.942
H40 -5.550 -9.377 -5.913
H41 -5.525 -9.337 -7.686
H42 -4.666 -10.637 -6.795
H43 -1.998 -8.240 -7.679
H44 -2.012 -10.348 -8.946
H45 -2.865 -9.058 -9.830
H46 -3.794 -10.301 -8.952
C21 -2.260 2.039 3.811
C22 -3.139 1.484 4.897
O10 -3.717 0.405 4.783
N6 -3.288 2.215 6.038
C23 -2.700 3.493 6.362
H47 -2.240 1.344 2.966
H48 -2.656 2.996 3.462
H49 -1.239 2.161 4.182
H50 -3.894 1.777 6.722
H51 -2.105 3.371 7.270
H52 -3.510 4.200 6.556
H53 -2.067 3.876 5.561
C24 3.705 -3.064 -0.442
C25 4.239 -3.041 0.963
O11 3.511 -2.857 1.936
N7 5.577 -3.232 1.144
C26 6.589 -3.461 0.140
H54 2.624 -2.898 -0.425
H55 4.167 -2.268 -1.031
H56 3.897 -4.038 -0.899
H57 5.861 -3.203 2.116
H58 7.065 -4.421 0.352
H59 7.333 -2.665 0.221
H60 6.179 -3.473 -0.871
C27 0.010 -2.236 7.525
C28 1.182 -1.842 6.669
O12 1.209 -0.784 6.044
N8 2.240 -2.699 6.596
C29 2.399 -3.977 7.249
H61 -0.753 -1.453 7.482
H62 -0.428 -3.166 7.154
H63 0.328 -2.352 8.564
H64 2.989 -2.365 6.002
H65 3.293 -3.929 7.875
H66 2.542 -4.736 6.476
H67 1.538 -4.242 7.863
C30 4.618 -6.918 -1.006
C31 6.112 -6.877 -0.842
O13 6.646 -6.438 0.174
N9 6.883 -7.345 -1.866
C32 6.451 -7.894 -3.129
H68 4.141 -6.512 -0.110
H69 4.319 -6.309 -1.863
H70 4.285 -7.951 -1.137
H71 7.877 -7.284 -1.682
H72 6.843 -8.911 -3.208
H73 6.876 -7.282 -3.928
H74 5.364 -7.915 -3.225
C33 1.075 3.065 7.686
C34 0.964 4.564 7.699
O14 -0.105 5.139 7.887
N10 2.099 5.292 7.492
C35 3.439 4.809 7.256
H75 0.089 2.624 7.864
H76 1.434 2.724 6.712
H77 1.750 2.733 8.480
H78 1.945 6.293 7.515
H79 4.085 5.204 8.043
H80 3.772 5.195 6.290
H81 3.495 3.719 7.251
C36 0.863 6.749 11.299
C37 1.356 8.063 10.761
O15 2.552 8.340 10.705
N11 0.430 8.965 10.325
C38 -1.007 8.830 10.307
H82 1.716 6.137 11.606
H83 0.226 6.917 12.171
H84 0.313 6.209 10.523
H85 0.838 9.825 9.978
H86 -1.344 8.937 9.273
H87 -1.431 9.639 10.908
H88 -1.341 7.870 10.702
C39 5.170 5.835 2.912
C40 5.757 5.694 4.289
O16 5.453 4.768 5.037
N12 6.654 6.635 4.703
C41 7.136 7.787 3.980
H89 4.474 5.013 2.725
H90 4.621 6.777 2.834
H91 5.964 5.793 2.161
H92 7.005 6.472 5.640
H93 8.222 7.703 3.893
H94 6.891 8.679 4.561
H95 6.698 7.869 2.985
C42 -0.892 7.380 -3.370
C43 -0.485 6.150 -2.608
O17 -1.179 5.137 -2.581
N13 0.699 6.179 -1.930
C44 1.649 7.262 -1.838
H96 -1.856 7.205 -3.857
H97 -1.000 8.226 -2.685
H98 -0.151 7.605 -4.141
H99 0.905 5.315 -1.442
H100 2.606 6.907 -2.228
H101 1.764 7.522 -0.784
H102 1.332 8.143 -2.398

* DFT total energy: -4709.01974 Eh
* molar mass: 1274.226 g/mol
* net charge: 0
* gap between HOMO and LUMO: 8.50 eV
* LUMO energy: 0.24 eV

Formula: C3H13N3O
Source: the Open Molecules 2025 dataset
Level of theory: ωB97M-V with the def2-TZVPD basis set

Cartesian coordinates (Å):
C1 0.364 -0.303 1.014
N1 0.148 -0.510 -0.374
C2 -0.726 -1.700 -0.613
N2 -0.540 -2.896 0.250
C3 0.474 1.175 1.547
N3 1.681 1.675 1.037
H1 1.287 -0.629 1.508
H2 -0.387 -0.852 1.614
H3 1.027 -0.400 -0.902
H4 -0.628 -1.794 -1.620
H5 -1.851 -1.394 -0.250
H6 -0.588 -3.871 -0.327
H7 -1.443 -2.868 0.858
H8 -0.420 1.792 1.320
H9 0.479 1.121 2.680
H10 1.612 1.814 0.002
H11 1.997 2.552 1.529
H12 -0.475 1.500 -2.862
H13 -1.384 2.420 -1.622
O1 -1.115 2.211 -2.502

* DFT total energy: -361.50588 Eh
* molar mass: 107.157 g/mol
* net charge: 0
* gap between HOMO and LUMO: 9.38 eV
* relative energy (zero: lowest compared OMol25 entry of this formula, charge and spin): 3.227 eV
* SMILES: NCCNCN.O
* LUMO energy: 0.75 eV